Record 1
An isolated molecule of C3H6N2OS. Source: OMol25; level of theory: wB97M-V/def2-TZVPD.

Structure (XYZ):
```
13
Properties=species:S:1:pos:R:3:forces:R:3:nbo_charge:R:1
C 0.968 0.359 0.026 0.27 1.17 -0.92 0.441
C -0.480 -0.121 0.621 1.44 -0.12 -3.73 -0.467
C -1.763 0.680 0.381 0.87 2.17 -0.22 0.404
H 2.852 -0.611 -0.502 -3.58 -0.49 1.53 0.438
H 1.401 -1.648 0.291 1.66 1.87 -1.06 0.413
H 0.299 1.956 -0.637 2.21 0.11 1.03 0.364
H -0.356 -0.643 1.554 -0.17 0.60 0.79 0.242
H -0.705 -1.099 -1.677 -0.44 -0.34 1.49 0.170
H -2.319 0.420 1.437 -0.45 1.25 -2.90 0.149
N 1.816 -0.735 -0.090 1.20 -0.13 0.37 -0.861
N 1.295 1.586 -0.384 -3.57 -2.97 0.15 -0.717
O -1.953 1.450 -0.617 0.22 -3.30 4.62 -0.541
S -1.055 -1.596 -0.404 0.34 0.19 -1.15 -0.035
```
Positions in Å, forces in eV/Å.

Values from the calculation:
strongest force on any atom = 5.68 eV/A
HOMO = -0.335 hartree

Record 2
An isolated molecule of C3H6N2OS2. Source: OMol25; level of theory: wB97M-V/def2-TZVPD.

Structure (XYZ):
```
14
Properties=species:S:1:pos:R:3:forces:R:3:nbo_charge:R:1
C 2.530 -0.348 0.052 3.67 -2.89 -0.14 0.237
C -0.690 1.195 -0.016 0.30 2.11 3.76 -0.306
C -2.930 -0.312 0.213 -3.68 -0.47 2.60 -0.525
H 3.016 -1.930 -1.065 0.57 1.32 1.56 0.316
H 3.009 0.285 0.877 -1.78 -0.20 -1.33 0.212
H 0.707 -0.970 -0.693 -0.53 -1.32 0.12 0.374
H -0.339 2.120 -0.584 -0.57 -1.32 0.78 0.240
H -1.447 1.488 0.938 3.02 -0.31 -2.18 0.229
H -2.611 -0.214 1.343 -0.09 -0.28 -2.40 0.235
N 3.398 -1.274 -0.287 -2.49 0.46 -1.29 -0.663
N 1.239 -0.179 -0.442 1.87 2.73 1.47 -0.369
O 0.642 0.587 0.613 -4.64 0.27 -2.16 -0.391
S -1.951 0.397 -0.987 0.64 -1.03 -0.72 0.409
S -4.575 -0.844 0.038 3.70 0.91 -0.08 0.000
```
Positions in Å, forces in eV/Å.

Values from the calculation:
strongest force on any atom = 5.12 eV/A
HOMO = -0.338 hartree

Record 3
An isolated molecule of C3H6N2OS2. Source: OMol25; level of theory: wB97M-V/def2-TZVPD.

Structure (XYZ):
```
14
Properties=species:S:1:pos:R:3:forces:R:3:nbo_charge:R:1
C 0.085 -0.764 -0.114 -1.83 0.59 0.94 0.405
C 2.209 0.334 0.118 2.24 -0.41 0.24 -0.104
C 0.654 0.548 0.558 1.93 -1.48 -2.33 -0.454
H -2.156 0.603 1.244 -1.26 -2.07 -2.30 0.088
H 1.052 -2.437 -0.626 0.57 -1.58 0.28 0.388
H 3.049 0.815 0.760 -1.84 -0.58 -0.73 0.209
H 2.535 0.558 -1.032 -1.50 -0.52 2.78 0.225
H 0.593 0.543 1.644 -0.23 0.16 -0.05 0.246
H 0.805 2.868 0.371 -1.32 -1.02 -1.13 0.137
N -1.182 -1.109 -0.323 4.07 -0.15 0.16 -0.664
N 1.285 -1.487 -0.504 -2.51 0.96 -0.32 -0.355
O 2.401 -1.166 0.352 -2.05 2.35 -1.42 -0.372
S -2.658 -0.463 0.154 2.38 2.33 2.28 0.243
S -0.061 1.953 -0.326 1.34 1.44 1.60 0.010
```
Positions in Å, forces in eV/Å.

Values from the calculation:
strongest force on any atom = 4.07 eV/A
HOMO = -0.303 hartree

Record 4
A structure of composition C3H6N2OS2. Source: OMol25; level of theory: wB97M-V/def2-TZVPD.

Structure (XYZ):
```
14
Properties=species:S:1:pos:R:3:forces:R:3:nbo_charge:R:1
C -0.580 -0.285 0.364 2.95 1.31 4.42 0.357
C 0.636 -1.059 0.025 2.66 -1.95 -0.49 -0.558
C 2.427 0.875 -0.033 2.33 6.07 0.94 0.172
H -3.731 0.454 -0.654 1.95 1.36 -0.32 0.135
H -1.502 -0.904 -1.464 0.94 1.39 2.75 0.424
H -1.501 0.762 1.736 0.39 0.15 -0.47 0.349
H 0.518 -1.976 -0.712 -0.50 1.06 2.50 0.246
H 1.191 -1.173 1.061 -0.87 -0.58 -2.36 0.268
H 2.385 0.195 1.121 0.43 2.93 -3.04 0.175
N -1.467 -0.293 -0.559 -5.32 0.41 -6.40 -0.729
N -0.580 0.366 1.513 -0.15 -1.61 -1.76 -0.706
O 2.833 2.179 -0.281 -2.62 -9.15 1.87 -0.545
S -2.460 1.148 -0.893 -1.59 -2.54 0.89 0.167
S 1.829 -0.289 -1.225 -0.61 1.15 1.46 0.245
```
Positions in Å, forces in eV/Å.

Values from the calculation:
strongest force on any atom = 9.70 eV/A
HOMO = -0.346 hartree

Record 5
A cluster of 2 separate species, C3H6N2OS2 in total. Source: OMol25; level of theory: wB97M-V/def2-TZVPD.

Structure (XYZ):
```
14
Properties=species:S:1:pos:R:3:forces:R:3:nbo_charge:R:1
C -1.923 0.696 -0.344 -2.19 2.39 -0.83 0.813
C -0.874 -1.624 -0.600 -2.44 1.23 -1.11 -0.405
C 0.367 1.443 0.443 -3.51 4.24 -2.84 -0.317
N 1.390 0.720 0.754 2.66 -4.60 5.55 -0.810
N -1.694 -0.394 -0.708 1.54 -2.78 -0.60 -0.514
O -2.466 1.752 -0.243 0.84 -0.51 0.59 -0.578
S 3.393 -1.181 0.587 -0.03 0.74 -0.69 -0.233
S 2.675 0.455 -0.246 1.21 -1.30 -0.18 0.546
H -0.244 -1.515 0.251 0.64 -0.42 0.50 0.208
H -1.698 -2.344 -0.500 0.95 -0.53 0.33 0.222
H -0.360 -1.816 -1.557 0.01 0.23 0.60 0.218
H -0.581 1.651 0.941 1.11 -0.47 0.67 0.234
H 0.522 2.102 -0.446 -0.21 -0.53 0.81 0.188
H 1.492 0.056 1.669 -0.57 2.32 -2.80 0.428
```
Positions in Å, forces in eV/Å.

Values from the calculation:
strongest force on any atom = 7.68 eV/A
HOMO (alpha / beta) = -0.237 / -0.370 hartree
2S+1 = 3

Record 6
An isolated molecule of C3H6N2P2. Source: OMol25; level of theory: wB97M-V/def2-TZVPD.

Structure (XYZ):
```
13
Properties=species:S:1:pos:R:3:forces:R:3:nbo_charge:R:1
C -2.745 0.380 0.054 1.86 1.88 -2.09 -0.365
C -1.508 0.512 -0.482 -0.33 -1.96 1.95 -0.218
C -0.382 -0.456 -0.242 -1.09 1.58 -1.32 -0.702
N 2.232 1.031 -0.770 -1.30 -0.87 0.76 -1.226
N 2.158 -1.239 0.246 -0.25 0.83 1.06 -1.221
P 2.865 0.390 0.777 -0.57 -0.07 -0.53 0.888
P 1.199 -0.231 -0.713 1.28 0.22 0.63 1.654
H -3.371 1.235 -0.189 -0.42 -0.39 0.52 0.203
H -3.071 -0.427 0.613 -0.72 -1.47 0.91 0.194
H -1.351 1.471 -0.887 0.82 0.76 -0.86 0.214
H 1.709 0.724 1.685 0.86 -0.49 -0.73 -0.094
H -0.596 -1.495 -0.036 -0.14 -0.09 0.16 0.258
H 2.861 -1.894 -0.057 -0.01 0.07 -0.46 0.415
```
Positions in Å, forces in eV/Å.

Values from the calculation:
strongest force on any atom = 3.37 eV/A
HOMO (alpha / beta) = -0.314 / -0.314 hartree

Record 7
An isolated molecule of C3H6N2P2. Source: OMol25; level of theory: wB97M-V/def2-TZVPD.

Structure (XYZ):
```
13
Properties=species:S:1:pos:R:3:forces:R:3:nbo_charge:R:1
C 0.421 2.174 -0.404 0.63 0.66 -0.20 0.264
C -0.394 -0.668 -0.159 0.22 3.82 -0.65 -0.231
C -0.624 1.611 0.422 0.98 0.01 2.56 -0.348
N 1.175 2.660 -1.118 0.22 -0.02 -0.06 -0.307
N -1.088 0.435 -0.216 0.11 -3.29 -0.21 -0.436
P -0.856 -2.142 -1.066 2.86 -1.09 0.39 0.398
P 1.249 -1.010 0.701 1.28 0.95 0.51 0.178
H -0.189 1.334 1.511 -0.92 1.00 -2.15 0.226
H -1.401 2.401 0.470 0.23 -0.73 0.37 0.253
H -0.425 -2.761 0.209 -0.08 -0.56 -1.33 -0.013
H -2.041 -2.211 -0.546 -3.42 0.02 0.87 -0.032
H 1.834 -1.844 -0.267 -0.34 -0.16 -0.12 0.011
H 2.337 0.020 0.462 -1.76 -0.62 0.03 0.036
```
Positions in Å, forces in eV/Å.

Values from the calculation:
strongest force on any atom = 3.88 eV/A
HOMO = -0.347 hartree

Record 8
An isolated molecule of C3H6N2S. Source: OMol25; level of theory: wB97M-V/def2-TZVPD.

Structure (XYZ):
```
12
Properties=species:S:1:pos:R:3:forces:R:3:nbo_charge:R:1
C 0.303 -0.024 0.499 0.03 0.53 1.93 -0.417
C -0.584 -1.163 0.059 -0.11 0.38 -2.45 -0.251
C -0.549 1.147 0.119 -0.70 0.99 -0.67 0.003
H 1.628 0.024 -1.411 0.31 0.02 0.39 0.121
H 0.395 0.027 1.632 0.05 -0.31 -1.13 0.238
H -0.298 -1.480 -0.985 0.00 0.33 0.72 0.176
H -0.513 -2.044 0.640 -0.29 -0.71 0.94 0.218
H -2.572 -0.877 -0.670 0.14 -0.32 -0.02 0.368
H -0.225 2.191 0.241 -0.13 -0.55 -0.39 0.209
N -1.912 -0.521 0.005 -0.29 0.29 -0.10 -0.461
N -1.748 0.862 -0.263 1.48 -0.61 1.28 -0.208
S 2.011 0.001 -0.107 -0.50 -0.04 -0.52 0.002
```
Positions in Å, forces in eV/Å.

Values from the calculation:
strongest force on any atom = 2.48 eV/A
HOMO = -0.323 hartree

Record 9
An isolated molecule of C3H6N2S. Source: OMol25; level of theory: wB97M-V/def2-TZVPD.

Structure (XYZ):
```
12
Properties=species:S:1:pos:R:3:forces:R:3:nbo_charge:R:1
C 0.016 -0.388 0.216 0.18 1.11 0.48 -0.117
C 0.628 1.001 -0.049 0.40 0.15 -0.08 -0.579
C -1.615 -0.475 -0.260 3.44 0.06 0.35 -0.581
N 1.234 -1.321 -0.034 -0.60 -1.35 -0.22 -0.139
N 2.379 -0.845 0.049 -2.09 -1.27 -0.52 -0.272
S 2.458 0.812 0.145 -0.71 1.51 0.31 0.383
H -0.075 -0.534 1.303 0.05 0.13 -0.09 0.201
H 0.456 1.343 -1.069 -0.21 0.03 0.02 0.216
H 0.331 1.760 0.667 -0.27 0.07 -0.03 0.236
H -1.726 -0.494 -1.335 -0.02 -0.09 -0.16 0.216
H -2.078 -1.319 0.226 -0.09 -0.23 -0.02 0.222
H -2.008 0.459 0.142 -0.07 -0.12 -0.04 0.215
```
Positions in Å, forces in eV/Å.

Values from the calculation:
strongest force on any atom = 3.46 eV/A
HOMO = -0.333 hartree

Record 10
An isolated molecule of C3H6N2S. Source: OMol25; level of theory: wB97M-V/def2-TZVPD.

Structure (XYZ):
```
12
Properties=species:S:1:pos:R:3:forces:R:3:nbo_charge:R:1
C -0.387 0.743 -0.163 1.24 0.31 -0.37 -0.538
C 0.252 -0.124 0.985 -1.18 2.80 -0.83 -0.308
C -1.634 0.211 -0.707 -1.84 -0.79 -0.85 -0.218
N 1.057 -1.455 -0.672 1.32 -1.72 -2.00 -0.331
N 1.053 -1.226 0.513 1.13 -0.08 2.22 -0.114
S -2.702 -0.679 0.160 0.38 0.49 -0.98 -0.001
H -0.837 1.764 0.166 1.71 -1.14 -0.33 0.262
H 0.374 0.739 -1.031 -1.14 0.89 1.37 0.249
H 0.719 0.599 1.714 0.36 -1.33 -0.78 0.227
H -0.587 -0.532 1.507 -0.39 -0.63 0.60 0.248
H -1.870 0.573 -1.765 0.14 -0.65 1.39 0.206
H 1.750 -2.313 -0.854 -1.73 1.85 0.55 0.319
```
Positions in Å, forces in eV/Å.

Values from the calculation:
strongest force on any atom = 3.15 eV/A
HOMO = -0.320 hartree

Record 11
An isolated molecule of C3H6N2S. Source: OMol25; level of theory: wB97M-V/def2-TZVPD.

Structure (XYZ):
```
12
Properties=species:S:1:pos:R:3:forces:R:3:nbo_charge:R:1
C -2.759 -0.149 0.005 0.13 0.09 -3.90 -0.754
C 0.034 0.805 0.048 0.49 -1.93 -0.65 -0.058
C 3.055 -0.537 0.218 -1.38 -3.34 -3.55 -0.096
H -3.333 0.227 0.906 1.09 -0.78 -0.93 0.234
H -3.378 -1.001 -0.690 1.85 2.18 2.49 0.249
H -2.624 0.695 -0.815 -0.74 -1.35 1.94 0.225
H -0.481 1.681 0.250 -1.12 1.72 0.19 0.194
H 3.631 -1.575 -0.250 -1.24 2.95 2.25 0.195
H 3.639 0.262 0.818 -1.43 -1.15 -1.26 0.212
N 1.277 0.893 -0.211 -0.05 -2.89 0.71 -0.313
N 1.834 -0.578 -0.351 3.92 4.11 2.16 -0.300
S -0.896 -0.723 0.073 -1.53 0.40 0.56 0.213
```
Positions in Å, forces in eV/Å.

Values from the calculation:
strongest force on any atom = 6.08 eV/A
HOMO = -0.331 hartree

Record 12
An isolated molecule of C3H6N2S2. Source: OMol25; level of theory: wB97M-V/def2-TZVPD.

Structure (XYZ):
```
13
Properties=species:S:1:pos:R:3:forces:R:3:nbo_charge:R:1
C 1.471 -1.313 -0.594 -0.80 -2.38 -2.08 -0.686
C 0.219 -0.577 -0.791 -0.34 4.44 -3.16 -0.063
C -0.771 -0.083 0.259 0.33 -1.43 -1.76 0.403
H 1.036 -2.320 -0.290 1.34 0.64 -0.17 0.253
H 1.941 -0.849 0.210 1.28 0.39 1.60 0.228
H 2.164 -1.348 -1.566 -1.85 -0.01 2.29 0.253
H -2.134 -0.987 1.462 0.68 0.17 -2.67 0.349
H -1.779 1.285 0.888 -2.92 1.19 1.67 0.380
H 0.681 2.812 1.248 0.94 0.09 1.04 0.085
N -1.581 -1.102 0.510 0.84 2.97 3.59 -0.691
N -0.897 1.378 0.537 0.60 -4.58 -0.12 -0.812
S -0.066 0.178 -2.262 0.07 -1.10 1.20 0.020
S -0.284 2.925 0.388 -0.17 -0.41 -1.43 0.281
```
Positions in Å, forces in eV/Å.

Values from the calculation:
strongest force on any atom = 5.46 eV/A
HOMO = -0.311 hartree

Question: Which value of strongest force on any atom does entry 8 give?
Answer: 2.48 eV/A